Density functional theory data (the ωB97M-V functional and the def2-TZVPD basis) for an isolated ion of composition C4H6F8NO3P2 and charge +1.

Values from the calculation:
Electronic energy in eV: -52189.557
Total charge: +1
HOMO energy in hartree: -0.492
E_LUMO in eV: -4.22

Cartesian coordinates (Å):
1 N -1.2452 2.6201 0.6101
2 P 0.1247 2.1518 1.5041
3 O -0.6865 1.5487 2.7652
4 P 0.3881 0.1545 0.3352
5 O 0.3810 -1.0262 1.3945
6 C -0.9154 -0.1583 -0.9186
7 O -2.0652 -0.4618 -0.1488
8 C -2.5123 -1.7609 -0.2412
9 F -3.4263 -1.9352 0.6912
10 F -1.5085 -2.6308 -0.0650
11 F -3.0274 -1.9931 -1.4445
12 C 2.1106 0.2986 -0.4013
13 F 2.1438 1.4903 -1.0001
14 F 2.9241 0.3135 0.6642
15 C 2.5891 -0.8291 -1.3920
16 F 2.9641 -0.3086 -2.5430
17 F 3.5804 -1.5158 -0.8548
18 F 1.5624 -1.6700 -1.6073
19 H -1.7193 3.3787 1.1045
20 H -0.9467 3.0217 -0.2806
21 H -0.1885 0.9218 3.3095
22 H 1.2273 -1.4533 1.6038
23 H -0.6607 -0.9378 -1.6362
24 H -1.0938 0.7812 -1.4489

---

Density functional theory data (the ωB97M-V functional and the def2-TZVPD basis) for C4H6FIO as an isolated structure.

Values from the calculation:
Electronic energy in eV: -17108.427
HOMO energy in hartree: -0.316
E_LUMO in eV: 0.62
Energy above the lowest of the compared OMol25 structures with the same formula, charge and spin in eV: 1.339

Cartesian coordinates (Å):
1 C 1.0529 1.2623 -0.2336
2 C -0.6208 -0.4852 -0.8954
3 C -0.1965 0.6182 -0.0128
4 C 1.3771 2.2964 1.4691
5 O 2.0243 1.2473 -0.8857
6 F 0.2277 2.4876 2.0800
7 I 2.2358 4.1275 0.9736
8 H -0.8241 -0.1241 -1.9998
9 H -1.6053 -0.9568 -0.6087
10 H 0.0033 -1.4022 -0.9962
11 H -1.0427 1.4209 0.1168
12 H -0.1870 0.1962 1.0361
13 H 2.0826 1.7925 2.2100

---

Density functional theory data (the ωB97M-V functional and the def2-TZVPD basis) for an isolated ion of composition C4H6FN2O2 and charge +1.

Values from the calculation:
Electronic energy in eV: -14024.856
Total charge: +1
HOMO energy (alpha / beta) in hartree: -0.457 / -0.547
E_LUMO (alpha / beta) in eV: -4.15 / -5.90
Multiplicity: 3

Cartesian coordinates (Å):
1 C -1.8750 0.0503 0.7490
2 C -0.7997 0.2927 -1.3859
3 C 0.1116 0.1166 1.4634
4 C 1.0805 -0.1546 0.3684
5 N -1.8406 0.2867 -0.6139
6 N 0.4283 0.2921 -0.8767
7 O 1.5271 -1.4232 0.3037
8 O 2.0893 0.7301 0.6072
9 F 0.3697 -0.6267 2.4579
10 H -2.6085 0.4727 1.3612
11 H -0.9607 0.4566 -2.4740
12 H -2.6127 0.7619 -0.9564
13 H 1.2047 0.4019 -1.4883
14 H 1.0241 -1.9026 -0.3532
15 H 2.8618 0.2457 0.8376

---

Density functional theory data (the ωB97M-V functional and the def2-TZVPD basis) for C4H6FNO as an isolated structure.

Values from the calculation:
Electronic energy in eV: -10497.190
HOMO energy in hartree: -0.342
E_LUMO in eV: 0.81
Energy above the lowest of the compared OMol25 structures with the same formula, charge and spin in eV: 2.964

Cartesian coordinates (Å):
1 C -1.9032 -0.6645 -1.5558
2 C 1.1761 0.8415 1.2391
3 C 0.5849 -0.8492 -0.1683
4 C -1.1813 -0.0256 -0.5143
5 N -2.3246 -1.1068 -2.5441
6 O 0.8790 -0.5684 1.0600
7 F -0.9900 1.2642 -0.6999
8 H 1.7485 1.1653 0.4229
9 H 1.6735 0.9519 2.2285
10 H 0.1190 1.2556 1.2603
11 H 1.1759 -0.2290 -0.8750
12 H 0.5708 -1.8745 -0.3174
13 H -1.5286 -0.1605 0.4639